Record 1
A cluster of 2 separate species, C4H14N2O in total in a non-equilibrium geometry. Source: OMol25; level of theory: ωB97M-V/def2-TZVPD.

Each line ends with the Löwdin charge.
Geometry (Å):
N  -0.22644  0.28546  1.76528  0.0229
C  0.14166  0.64992  0.40101  -0.4268
C  1.12606  1.84891  0.28614  -0.0567
C  -1.00218  0.75232  -0.70823  -0.2127
N  -2.23354  0.05921  -0.37431  -0.1228
C  -3.10947  -0.08538  -1.46318  -0.1722
H  -0.92030  -0.44723  1.69431  0.0518
H  0.63159  -0.08497  2.16209  0.0777
H  0.59460  -0.20842  -0.11590  0.1115
H  2.09103  1.50996  -0.10766  0.0682
H  1.32282  2.02580  1.34766  0.0641
H  0.80089  2.74514  -0.24150  0.0679
H  -0.49538  0.29805  -1.56797  0.1068
H  -1.16619  1.80176  -1.02009  0.1045
H  -2.24193  -0.06404  0.61100  0.0833
H  -3.89969  0.70171  -1.52268  0.0783
H  -2.73772  -0.13037  -2.50210  0.0864
H  -3.71750  -0.99215  -1.47184  0.0679
H  4.89348  -2.81326  0.66554  0.0338
H  5.41668  -4.09775  1.36559  0.0243
O  4.73154  -3.75466  0.79683  -0.0582

## Properties
total charge	0
energy	-345.47426	Eh
HOMO-LUMO gap	8.808	eV
SMILES	CNC[C@@H](C)N.O
relative energy (zero: lowest compared OMol25 entry of this formula, charge and spin)	2.7734	eV
HOMO	-8.1172	eV

***

Record 2
The ion C16H31ClNO2 with charge +1 in a non-equilibrium geometry. Source: OMol25; level of theory: ωB97M-V/def2-TZVPD.

Each line ends with the Löwdin charge.
Geometry (Å):
C  -2.60309  -2.87938  1.60006  -0.0976
H  -2.97540  -1.93730  1.99307  0.0668
C  -1.82547  -2.66876  0.30653  -0.2865
C  -2.69864  -2.19576  -0.85807  -0.2162
C  -3.43340  -0.87536  -0.62220  -0.2126
C  -2.49683  0.31129  -0.40454  -0.2197
C  -3.27776  1.61295  -0.23158  -0.1970
C  -2.39231  2.85330  -0.10834  -0.1626
C  -1.54855  2.89028  1.16321  -0.1229
H  -1.09755  3.87859  1.28840  0.1306
H  -2.14538  2.63483  2.03935  0.1392
O  -0.49355  1.90857  1.14029  0.0127
C  0.61786  2.20825  0.51910  -0.4725
O  0.91010  3.26425  0.02356  0.1176
C  1.52977  0.96523  0.52231  -0.0223
N  2.90312  1.18164  0.01736  -0.3154
C  2.87173  1.62558  -1.38989  0.0238
H  3.88707  1.72144  -1.76873  0.1230
H  2.37408  2.59139  -1.45721  0.1080
H  2.33120  0.90253  -1.99614  0.1159
C  3.58764  2.20134  0.83459  0.0242
H  3.05712  3.14896  0.76013  0.1102
H  4.60586  2.34264  0.47774  0.1200
H  3.61967  1.88961  1.87692  0.1242
C  3.66791  -0.10973  0.12301  -0.1344
C  3.11075  -1.21759  -0.71364  -0.1307
C  2.36353  -2.22089  -0.25457  -0.6746
C  1.86792  -3.35370  -1.07601  -0.0853
H  0.77954  -3.39155  -1.04785  0.0692
H  2.23573  -4.29593  -0.67216  0.0949
H  2.19746  -3.26051  -2.10642  0.0909
Cl  1.89174  -2.29931  1.41488  0.7571
H  3.39442  -1.23592  -1.75471  0.1221
H  3.66807  -0.41255  1.17169  0.1130
H  4.69391  0.09752  -0.18752  0.1449
H  1.04201  0.20128  -0.08936  0.1397
H  1.57085  0.58623  1.54566  0.1386
H  -1.73196  2.93085  -0.97514  0.1185
H  -3.02593  3.74093  -0.09549  0.1240
H  -3.91318  1.53703  0.65268  0.1216
H  -3.93206  1.74905  -1.09461  0.1188
H  -1.89060  0.13461  0.48436  0.0961
H  -1.82654  0.40320  -1.26503  0.1217
H  -4.09659  -0.97370  0.23740  0.1105
H  -4.06012  -0.67488  -1.49382  0.1165
H  -3.44264  -2.96732  -1.06481  0.1135
H  -2.07308  -2.09801  -1.75048  0.1060
H  -1.01737  -1.95320  0.48210  0.0661
H  -1.36900  -3.62001  0.01857  0.0980
H  -1.96377  -3.33083  2.35559  0.0709
H  -3.44828  -3.54121  1.42980  0.0814

## Properties
total charge	+1
energy	-1293.45256	Eh
HOMO-LUMO gap	10.809	eV
SMILES	CCCCCCCCOC(=O)C[N+](C)(C)C/C=C(/C)Cl
relative energy (zero: lowest compared OMol25 entry of this formula, charge and spin)	0.0268	eV
HOMO	-13.1906	eV